ORCA calculation (the ωB97M-V functional and the def2-TZVPD basis) on C23H31N5OS as an isolated structure.

Geometry as ORCA input:
```
! wB97M-V def2-TZVPD RIJCOSX def2/J DEFGRID3
* xyz 0 1
C -3.9628 1.3684 2.5065
H -3.4073 2.1590 2.9968
H -3.8688 1.7451 1.3451
H -4.9864 1.2110 2.7246
C -3.1877 -0.0977 2.4571
H -2.1951 0.2003 2.6129
O -3.5253 -1.0142 1.7721
C -4.7750 -1.3842 1.4766
C -4.8881 -2.5488 0.5267
C -4.8465 -2.1601 -0.8454
N -3.7618 -1.1875 -1.2061
C -3.7786 0.0491 -1.5229
N -2.4566 0.3308 -1.8471
C -1.2416 -0.1747 -1.7896
H -0.5795 0.2562 -2.6072
H -1.5382 -1.2604 -2.1722
C -0.5661 -0.6294 -0.3966
N -0.0172 0.7031 0.0857
C 1.4782 0.9657 -0.0854
N 2.0034 -0.2210 -0.1026
C 3.3255 -0.3121 -0.2702
C 3.9113 -1.4398 -0.2313
C 5.3905 -1.5159 -0.2830
C 6.1175 -0.4243 0.0932
C 5.5570 0.9007 -0.1257
C 4.2416 0.8706 0.0618
C 3.4772 1.8716 0.2351
C 2.1238 2.2559 0.1546
C 1.4365 3.3417 0.3942
N 1.2012 4.4331 0.4075
H 4.0277 3.0863 0.3405
H 6.1117 1.5942 0.1854
C 7.7047 -0.5377 -0.0054
H 8.0954 0.2656 0.1567
H 8.0364 -1.0128 -0.9679
H 8.0248 -1.0685 0.7931
C 6.0950 -2.9434 -0.7295
H 5.3314 -3.7091 -0.4738
H 6.7238 -2.8560 -1.3957
H 6.5443 -3.0992 0.4091
H 3.5015 -2.4826 -0.4190
C -1.0193 1.9492 0.3817
H -0.5626 2.5453 0.8861
C -1.2169 2.4243 -1.1726
H -1.4869 3.6813 -1.0997
H -0.1113 2.4564 -1.8287
C -2.2800 1.8349 -1.8915
H -3.1603 2.2406 -1.5313
H -2.2612 2.2515 -3.1111
H -1.9460 1.5622 0.6085
H 0.2056 -1.1766 -0.5588
H -1.3335 -0.7229 0.2330
S -4.8813 0.9170 -1.4723
H -2.7750 -1.9320 -0.8811
H -4.8656 -3.0567 -1.3736
H -5.7009 -1.3609 -0.7850
H -5.7602 -3.2093 0.7662
H -4.0483 -3.2139 0.8323
H -5.4398 -0.5314 1.3235
H -4.8630 -1.7603 2.9058
H -3.3707 -0.4276 3.5096
*
```

Calculated values
HOMO	-7.36	eV
relative energy (zero: lowest compared OMol25 entry of this formula, charge and spin)	572.9	kcal per mole
LUMO level	-0.97	eV